Record 1
Molecular formula: C15H23B3F4N8O4V
Method: DFT, the ωB97M-V functional and the def2-TZVPD basis

ORCA input file:
```
! wB97M-V def2-TZVPD RIJCOSX def2/J DEFGRID3
* xyz 1 3
V 9.615 9.014 7.548
C 7.629 5.861 5.085
C 8.027 6.814 6.145
N 9.140 7.571 6.095
O 9.916 7.312 4.962
B 11.172 6.594 5.250
F 10.832 5.332 5.755
F 11.954 6.628 4.117
O 11.936 7.475 6.200
N 11.268 7.689 7.477
C 11.665 6.964 8.473
C 12.699 5.858 8.253
C 10.866 7.094 9.737
N 9.952 7.992 9.557
O 9.182 8.192 10.676
B 7.776 7.627 10.450
F 7.083 7.905 11.649
F 7.943 6.184 10.344
O 7.114 8.173 9.262
N 7.859 7.939 8.179
C 7.349 7.030 7.395
C 6.142 6.206 7.803
C 10.992 6.133 10.855
H 6.666 5.409 5.314
H 8.426 5.120 4.933
H 7.539 6.398 4.124
H 12.665 5.640 7.170
H 12.480 4.964 8.872
H 13.698 6.266 8.620
H 5.970 5.340 7.129
H 5.280 6.899 7.719
H 6.319 5.858 8.872
H 11.814 6.424 11.514
H 11.300 5.099 10.491
H 10.023 6.064 11.361
B 8.748 11.321 9.941
N 10.220 11.007 9.602
C 11.204 11.561 10.326
C 12.456 11.109 9.789
C 12.088 10.352 8.649
N 10.743 10.244 8.587
N 7.864 11.172 8.638
C 6.580 11.650 8.434
C 6.118 11.248 7.201
C 7.189 10.567 6.614
N 8.245 10.488 7.524
H 8.388 10.691 10.960
H 8.565 12.462 10.261
H 11.035 12.103 11.300
H 13.418 11.285 10.180
H 12.746 9.756 8.028
H 6.012 12.130 9.249
H 5.207 11.590 6.711
H 7.373 10.106 5.656
C 10.167 9.797 5.737
H 10.767 10.613 6.150
H 9.416 10.206 5.050
H 10.973 9.083 5.355
*
```

## Properties
E_LUMO (spin up / spin down) ... -5.245 / -8.168 eV
ΔE to the lowest compared entry with this formula, charge and spin ... 0.00 kJ/mol
⟨S²⟩ ... 2.04

---

Record 2
Molecular formula: C15H23Br2ClFNO9S2
Method: DFT, the ωB97M-V functional and the def2-TZVPD basis

ORCA input file:
```
! wB97M-V def2-TZVPD RIJCOSX def2/J DEFGRID3
* xyz -2 1
C 0.396 -3.842 0.631
C 0.466 -2.192 0.367
C -0.570 -1.402 1.417
Cl -1.949 -2.524 1.941
C -1.035 0.077 0.886
Br 0.698 1.124 1.136
C -1.700 0.202 -0.645
C -2.501 -1.141 -1.218
C -2.633 -1.188 -2.851
F -3.493 -0.095 -3.424
C -0.844 1.110 -1.760
C 0.498 0.361 -2.324
C 1.532 1.584 -2.808
C 2.855 1.668 -1.804
S 4.390 1.906 -2.886
O 5.618 1.611 -1.991
O 4.376 0.878 -4.043
O 4.510 3.500 -3.478
C -3.008 1.223 -0.423
O -3.584 2.070 -1.281
N -3.409 0.966 1.028
C -2.068 0.994 1.764
Br -1.578 2.961 1.533
S -2.375 0.649 3.573
C -0.852 0.219 4.580
O -2.922 1.998 4.185
O -3.543 -0.384 3.825
H 1.294 -4.336 0.042
H 0.474 -4.122 1.765
H -0.585 -4.200 0.099
H 1.580 -1.853 0.490
H 0.148 -2.055 -0.760
H 0.098 -1.214 2.389
H -3.610 -1.060 -0.788
H -2.027 -2.153 -0.873
H -1.596 -1.295 -3.420
H -3.221 -2.195 -3.105
H -0.599 2.177 -1.283
H -1.511 1.362 -2.717
H 0.336 -0.297 -3.284
H 1.102 -0.255 -1.534
H 1.827 1.500 -3.947
H 0.994 2.642 -2.700
H 3.032 0.694 -1.179
H 2.781 2.556 -1.027
H 5.291 3.951 -3.006
H -3.661 -0.037 1.173
H -0.917 -0.952 4.802
H 0.167 0.373 4.001
H -0.829 0.723 5.662
C 3.013 -0.598 3.282
O 2.384 -1.230 2.447
O 4.174 -0.839 3.632
O 2.586 0.380 3.907
*
```

## Properties
E_LUMO ... 3.529 eV

---

Number 1: calculated total energy -74621.050 eV. Number 2: calculated total energy -212828.646 eV.